(1)
17
Properties=species:S:1:pos:R:3:forces:R:3 method="wB97M-V/def2-TZVPD" e_above_lowest_kj_mol=344.5 homo_lumo_gap_ev=8.71 total_charge=0
C -2.285906 0.763310 -0.097606 0.0 0.0 0.0
H -1.036879 -1.521471 0.214038 0.1 0.0 0.1
H 2.233071 0.343788 -0.980900 -0.2 0.0 0.0
H -2.326773 1.813077 -0.438199 0.0 0.0 0.0
C 0.071543 0.236284 -0.601585 0.0 0.0 0.2
H 2.726611 -0.731087 1.141455 0.1 0.3 0.0
C 1.513207 0.561888 -0.184189 0.0 -0.1 0.1
H -3.035957 0.665579 0.692695 0.1 0.0 -0.2
C 1.703039 -0.384557 1.007972 0.3 0.4 0.0
H 0.063483 -1.953518 -1.092501 0.0 0.4 0.0
O 0.951960 -1.549357 0.720112 -0.1 -0.4 0.0
C -0.900854 0.695157 0.407635 -0.2 0.0 -0.4
H 1.346427 0.089986 1.932324 0.0 -0.2 -0.2
C -0.053941 -1.291370 -0.220585 -0.1 0.1 0.0
H -2.537646 0.128976 -0.960901 0.0 0.1 0.0
H -0.149378 0.419906 -1.668695 -0.1 -0.1 0.3
H 1.615901 1.618225 0.096325 0.0 -0.3 0.0

(2)
17
Properties=species:S:1:pos:R:3:forces:R:3 method="wB97M-V/def2-TZVPD" e_above_lowest_kj_mol=240.7 homo_lumo_gap_ev=9.53 total_charge=0 smiles="C/C=C/C=C/CO"
C 1.144734 -0.522632 -0.273392 0.7 -1.1 -0.8
O -1.374180 -1.013265 -2.391645 -2.4 -0.9 -0.7
H 1.803188 -1.295384 -0.743657 -0.5 0.6 0.8
H -1.281860 0.691207 3.244650 -1.5 -0.3 0.5
H -0.170257 0.405861 -3.106614 0.6 0.7 -0.7
H -0.595941 1.920769 2.184732 0.3 0.1 1.0
H 0.404751 0.902605 3.519295 -1.1 0.7 -1.9
C -0.088946 -0.407390 -2.422207 0.6 -2.3 -1.4
C -0.166267 0.074932 1.544814 1.5 0.2 0.4
H -0.382307 0.990958 -0.674524 1.5 -2.2 -1.0
C 1.094142 -0.159593 1.127339 -2.2 -0.5 -1.4
C 0.257725 0.056982 -1.054521 -1.9 2.1 -0.8
C -0.426170 0.955537 2.697772 1.7 0.0 1.1
H -0.994532 -0.122232 0.851109 0.4 -0.3 0.7
H 2.009445 0.035422 1.580393 1.1 0.4 1.5
H 0.598973 -1.265718 -2.809655 -0.4 1.9 0.6
H -1.832498 -1.248059 -3.273890 1.8 0.9 1.9

(3)
17
Properties=species:S:1:pos:R:3:forces:R:3 method="wB97M-V/def2-TZVPD" e_above_lowest_kj_mol=130.1 homo_lumo_gap_ev=10.58 total_charge=0
C -0.572693 -1.194882 -1.658140 -0.1 0.0 0.1
C 0.541146 0.444538 1.657263 -0.2 -0.2 -0.1
H 1.256209 -0.120446 2.277835 -0.5 -0.1 -0.2
H -0.511740 -2.273459 -1.483795 0.0 0.1 0.1
C 1.181852 0.798253 0.313100 0.1 0.4 0.2
H 0.315735 1.380430 2.196504 -0.5 -0.6 -0.1
C -0.136785 -0.396400 -0.451712 -0.3 -0.1 -0.1
C -0.656938 -0.479813 1.013124 0.3 -0.1 0.2
O 1.301249 -0.486473 -0.316729 0.2 0.2 -0.3
C -0.081842 1.146153 -0.480254 0.1 0.2 -0.3
H 0.133830 -0.942172 -2.458664 -0.2 -0.1 0.1
H -0.023982 1.673730 -1.427977 0.4 -0.2 -0.2
H -0.850165 1.577368 0.161897 0.0 0.4 -0.5
H -1.700984 -0.110207 0.962524 0.7 0.2 0.7
H -1.573565 -0.940684 -2.012554 0.0 0.0 0.2
H 2.092944 1.391904 0.238667 -0.1 0.0 0.3
H -0.714272 -1.467838 1.468910 0.4 -0.1 -0.1

(4)
17
Properties=species:S:1:pos:R:3:forces:R:3 method="wB97M-V/def2-TZVPD" e_above_lowest_kj_mol=21.2 homo_lumo_gap_ev=10.65 total_charge=0 smiles="C[C@H]1CC=C[C@H]1O"
H -2.847403 -0.209801 0.141030 0.2 0.0 0.0
H 0.548654 1.176529 -1.380939 0.0 0.0 0.1
C -1.334568 1.239952 -0.351361 -0.1 -0.1 0.0
H 2.677783 0.290677 0.374351 -0.1 -0.2 -0.1
H -1.948484 2.069655 -0.692557 0.0 -0.2 0.0
H 0.575764 0.395030 1.550340 0.0 0.0 -0.1
C -0.677231 -0.888127 0.432614 0.0 0.2 0.3
C 0.552968 0.059397 0.504751 0.0 0.1 0.0
C 0.169630 1.279392 -0.353303 0.0 0.0 0.0
H -0.833987 -1.377479 1.403787 0.0 0.1 -0.1
O -0.557687 -1.927480 -0.536063 0.0 0.0 -0.2
H 2.204616 -1.377800 0.720227 -0.1 0.1 -0.1
H -1.261501 -1.808026 -1.184741 0.2 0.0 0.0
H 2.009129 -0.719557 -0.914787 -0.1 0.0 0.1
C -1.797579 0.070810 0.089378 0.0 0.1 0.0
H 0.587697 2.210519 0.046065 -0.1 -0.1 -0.1
C 1.932196 -0.483699 0.151207 0.0 -0.1 0.0

(5)
17
Properties=species:S:1:pos:R:3:forces:R:3 method="wB97M-V/def2-TZVPD" e_above_lowest_kj_mol=303.6 homo_lumo_gap_ev=10.48 total_charge=0 smiles="C=C1CC2(CO2)C1.[H][H]"
H 2.935978 -0.782931 -0.916290 -0.1 0.1 0.1
H -2.708171 -1.041656 0.519857 0.1 0.1 0.1
H -2.161449 0.087379 -1.716261 -0.1 0.0 -0.2
H 0.149049 -1.725645 -0.591374 0.0 0.1 0.1
C 0.231537 -1.128835 0.325149 0.0 -0.1 0.0
C -0.840437 -0.063238 0.508385 -0.3 0.0 0.1
O 2.456555 -0.009372 1.012649 0.1 0.0 0.2
C 2.536769 0.095159 -0.407583 0.1 0.0 -0.3
H 0.052342 1.793753 -0.331625 0.0 -0.1 0.1
H 0.366381 -1.800006 1.179347 0.0 0.1 -0.1
H 0.273604 1.617090 1.431342 0.0 -0.1 -0.1
C 0.171786 1.073441 0.486620 0.0 0.1 0.0
C 1.254728 0.010364 0.279676 -0.1 0.0 -0.1
H -2.687122 0.117263 -2.241050 0.0 0.0 -0.2
C -2.161423 -0.103998 0.590657 0.2 0.0 0.0
H 2.886100 1.056813 -0.784654 -0.1 -0.1 0.1
H -2.756228 0.804412 0.655148 0.1 -0.1 0.1

(6)
17
Properties=species:S:1:pos:R:3:forces:R:3 method="wB97M-V/def2-TZVPD" e_above_lowest_kj_mol=173.9 homo_lumo_gap_ev=9.68 total_charge=0
H -0.452251 -0.518181 2.655556 -0.1 -0.1 -0.2
H 1.721993 -0.969980 0.546397 -0.1 0.3 -0.1
H 0.746238 -1.090820 -1.975645 0.0 -0.1 0.2
H -2.023646 -0.845801 1.902055 0.2 0.0 0.0
C 0.959375 -0.349823 0.070911 1.0 2.1 0.3
C -1.164400 0.240856 -0.436235 0.0 -0.3 0.5
O 1.498365 1.321274 0.379760 -0.2 -2.5 1.0
C -0.462176 -0.447336 0.489586 -0.4 0.6 -0.1
H -2.220757 0.493271 -0.374771 0.1 -0.2 0.0
C 0.938922 -0.167933 -1.424081 0.1 -0.1 -0.2
H 0.939855 1.656865 1.101126 0.3 -0.3 -0.1
H 0.315341 1.612436 -0.868654 -1.5 -0.2 -1.8
C -0.944238 -1.002866 1.799989 0.0 0.0 0.0
C -0.253131 0.798075 -1.471199 0.7 0.8 0.2
H -0.684679 1.036324 -2.450956 0.2 0.1 0.4
H 1.872643 0.283228 -1.771115 -0.2 -0.1 0.0
H -0.754274 -2.080292 1.888408 0.0 0.2 0.0

(7)
17
Properties=species:S:1:pos:R:3:forces:R:3 method="wB97M-V/def2-TZVPD" e_above_lowest_kj_mol=132.1 homo_lumo_gap_ev=11.06 total_charge=0 smiles=C[C@H]1C[C@]2(CO2)C1
C 0.206489 0.460889 0.921680 0.0 0.1 0.1
H -0.668186 0.685899 -3.050513 0.1 -0.1 0.1
C 1.018421 -0.421478 -0.067872 0.1 -0.1 0.0
C 0.038125 0.027365 -2.543575 0.1 0.2 -0.2
H -1.359117 1.488129 -0.361614 0.1 -0.2 0.0
H -0.550002 -1.134826 2.169015 0.1 0.1 0.0
C -0.074317 -0.188210 -1.104846 0.1 0.1 0.1
H 2.023654 -0.075808 -0.328638 -0.2 -0.1 0.0
O -0.521377 -1.170341 -2.012052 -0.1 -0.2 0.0
H 0.819930 -0.263227 2.877905 -0.1 0.0 -0.1
H -0.789750 0.483582 2.849531 0.1 -0.1 -0.1
C -0.092707 -0.144168 2.282794 0.0 0.0 0.0
H 1.070793 -1.471880 0.239643 0.0 0.1 0.0
H -1.813461 -0.137443 0.214235 0.1 0.1 0.0
H 0.662607 1.450009 1.037624 -0.1 -0.1 0.0
C -0.975199 0.500706 -0.087261 -0.1 0.0 0.0
H 1.004097 -0.089199 -3.036058 -0.1 0.0 0.1

(8)
17
Properties=species:S:1:pos:R:3:forces:R:3 method="wB97M-V/def2-TZVPD" e_above_lowest_kj_mol=505.7 homo_lumo_gap_ev=7.30 total_charge=0
H 1.889073 0.423779 -0.759838 -0.2 0.0 0.2
H -1.316317 1.630709 0.477646 0.7 -0.8 0.8
H 0.130087 -1.318579 -2.061271 -0.1 0.1 0.0
C -0.672627 -0.752549 -1.575970 0.0 0.0 -0.1
O 0.068928 0.124157 1.756741 -1.2 1.3 -0.8
H 0.672072 1.696254 -0.989567 0.1 -0.2 0.1
C -0.168597 -0.162118 -0.282490 -0.1 -0.2 -0.3
H 1.293740 -1.427323 0.879347 -0.2 0.3 0.2
H -0.993204 0.031798 -2.270285 0.1 -0.1 0.1
H -0.443423 -1.825710 1.166807 0.0 0.2 0.0
C -1.093784 0.560300 0.693379 0.2 -0.5 0.6
C 0.992585 1.347934 1.134072 0.7 0.5 -0.1
C 0.973156 0.865946 -0.330755 0.0 0.2 -0.2
H -1.517242 -1.432456 -1.414548 0.1 0.1 0.0
H 1.967186 1.210547 1.611398 0.0 -0.5 0.0
C 0.267052 -1.041184 0.886393 0.0 -0.1 -0.3
H -1.966292 0.044317 1.090401 0.0 -0.3 -0.2

Repeat the fifth record exactly.
17
Properties=species:S:1:pos:R:3:forces:R:3 method="wB97M-V/def2-TZVPD" e_above_lowest_kj_mol=303.6 homo_lumo_gap_ev=10.48 total_charge=0 smiles="C=C1CC2(CO2)C1.[H][H]"
H 2.935978 -0.782931 -0.916290 -0.1 0.1 0.1
H -2.708171 -1.041656 0.519857 0.1 0.1 0.1
H -2.161449 0.087379 -1.716261 -0.1 0.0 -0.2
H 0.149049 -1.725645 -0.591374 0.0 0.1 0.1
C 0.231537 -1.128835 0.325149 0.0 -0.1 0.0
C -0.840437 -0.063238 0.508385 -0.3 0.0 0.1
O 2.456555 -0.009372 1.012649 0.1 0.0 0.2
C 2.536769 0.095159 -0.407583 0.1 0.0 -0.3
H 0.052342 1.793753 -0.331625 0.0 -0.1 0.1
H 0.366381 -1.800006 1.179347 0.0 0.1 -0.1
H 0.273604 1.617090 1.431342 0.0 -0.1 -0.1
C 0.171786 1.073441 0.486620 0.0 0.1 0.0
C 1.254728 0.010364 0.279676 -0.1 0.0 -0.1
H -2.687122 0.117263 -2.241050 0.0 0.0 -0.2
C -2.161423 -0.103998 0.590657 0.2 0.0 0.0
H 2.886100 1.056813 -0.784654 -0.1 -0.1 0.1
H -2.756228 0.804412 0.655148 0.1 -0.1 0.1